Molecular formula: C9H21BNS
Method: DFT, the ωB97M-V functional and the def2-TZVPD basis

Last column: Mulliken charge in e.
Element x y z (Å)
B (2.63021, -1.49409, -0.91907)  0.33
C (1.18908, -1.25361, 1.11197)  -0.81
C (0.86863, 0.24427, -0.99341)  -1.14
C (-0.01571, -0.79703, 1.96510)  -1.21
C (-1.02173, 1.05503, 0.58111)  -1.44
C (1.12784, -1.09975, -0.40090)  0.27
C (-0.49836, 1.06797, -0.88519)  2.06
C (-0.10110, 2.42618, -1.32509)  -2.01
C (-1.44653, 0.42422, -1.79765)  -1.64
C (-2.43699, -0.28741, 1.94754)  -0.81
N (-1.18865, -0.32145, 1.15258)  0.32
S (4.11540, -1.52731, 0.02760)  -0.23
H (2.61344, -2.00656, -2.73989)  -0.07
H (2.05033, -0.70118, 1.45464)  0.36
H (1.59569, -2.36306, 1.32812)  0.43
H (1.77488, 0.93946, -0.84412)  0.27
H (0.86732, 0.13591, -2.09592)  0.37
H (-0.25564, -1.71562, 2.49660)  0.46
H (0.11662, -0.09991, 2.85685)  0.50
H (-0.51684, 1.86802, 1.22819)  0.22
H (-2.03776, 1.35934, 0.55381)  0.69
H (0.41659, -1.90837, -0.78817)  0.05
H (0.47113, 2.69601, -2.25166)  0.30
H (0.39270, 2.78324, -0.41285)  0.54
H (-0.96616, 3.11683, -1.50140)  0.40
H (-2.46636, 0.83869, -1.82148)  0.39
H (-1.64230, -0.63690, -1.51039)  0.33
H (-0.92722, 0.57468, -2.79681)  0.44
H (-3.27143, -0.96813, 1.69189)  0.38
H (-2.17897, -0.51260, 3.05132)  0.33
H (-2.86219, 0.73518, 1.99462)  0.39
H (-1.35382, -1.10317, 0.52623)  0.35
H (4.95791, -1.46887, -0.88417)  0.17

Output
multiplicity	1
charge	+1
energy above the lowest of the compared OMol25 structures with the same formula, charge and spin	209.0	kJ/mol
E	-22664.9256	eV
LUMO energy	-2.78	eV
strongest force on any atom	4.1	eV Å⁻¹
E_HOMO	-0.4505	Eh
HOMO-LUMO gap	9.48	eV

---

Molecular formula: C5H8N
Method: DFT, the ωB97M-V functional and the def2-TZVPD basis

Last column: Mulliken charge in e.
Element x y z (Å)
C (-1.56541, 0.42500, -0.25973)  0.46
C (-2.15475, 1.58031, 0.02096)  -0.46
C (-1.38850, -0.90260, 0.50237)  -0.63
C (1.86315, -0.33692, 0.03285)  -0.31
C (-0.80443, -0.60150, -0.82158)  -0.12
N (3.08094, 0.14593, 0.04578)  -0.24
H (-1.90804, 2.40164, -0.61597)  0.27
H (-2.91750, 1.70544, 0.80507)  0.28
H (-0.93492, -0.90064, 1.39562)  0.32
H (-1.94726, -1.82343, 0.62567)  0.29
H (-0.49430, -1.13837, -1.78712)  0.38
H (1.86871, -1.36431, 0.01180)  0.23
H (3.99725, -0.32374, 0.08933)  0.26
H (3.30507, 1.13320, -0.04505)  0.26

Output
multiplicity	1
charge	+1
energy above the lowest of the compared OMol25 structures with the same formula, charge and spin	698.6	kJ/mol
E	-6790.8483	eV
LUMO energy (alpha / beta)	-6.37 / -6.37	eV
strongest force on any atom	4.0	eV Å⁻¹
E_HOMO (alpha / beta)	-0.4789 / -0.4787	Eh
HOMO-LUMO gap (alpha / beta)	6.67 / 6.66	eV

---

Molecular formula: C5H9FN
Method: DFT, the ωB97M-V functional and the def2-TZVPD basis

Last column: Mulliken charge in e.
Element x y z (Å)
C (2.62961, 0.97553, 0.28132)  -0.51
C (3.27714, -0.37083, 0.15307)  -0.42
C (-3.59776, -0.59203, 0.29523)  -0.03
C (0.65809, -0.53790, -0.43926)  -0.08
C (1.86400, -0.17992, -0.18718)  0.09
N (-3.26683, 0.54737, -0.26208)  -0.07
F (-0.38671, 0.39058, -0.49908)  -0.35
H (2.12416, 1.31570, 1.27814)  0.21
H (2.82019, 1.71288, -0.42696)  0.27
H (3.87742, -0.54491, -0.66088)  0.27
H (3.41484, -1.00747, 1.14919)  0.20
H (-3.01551, -1.42525, 0.39781)  0.31
H (-4.61906, -0.64187, 0.70493)  0.25
H (0.26527, -1.54362, -0.84578)  0.27
H (-2.25060, 0.56645, -0.54099)  0.37
H (-3.79426, 1.33529, -0.39749)  0.23

Output
multiplicity	1
charge	+1
energy above the lowest of the compared OMol25 structures with the same formula, charge and spin	260.4	kJ/mol
E	-9527.9327	eV
LUMO energy	-5.79	eV
strongest force on any atom	7.0	eV Å⁻¹
E_HOMO	-0.4751	Eh
HOMO-LUMO gap	7.14	eV

---

Molecular formula: C23H26NO
Method: DFT, the ωB97M-V functional and the def2-TZVPD basis

Last column: Mulliken charge in e.
Element x y z (Å)
C (4.69152, 0.66262, 2.87759)  -1.26
C (4.42970, -0.43041, 1.85440)  -0.40
N (3.02464, -0.44740, 1.36946)  0.27
H (2.78318, 0.50309, 1.05699)  0.27
C (2.84481, -1.32226, 0.17133)  -0.94
C (1.78128, -0.77211, -0.74564)  0.74
C (0.70243, -1.54842, -1.14291)  -0.65
C (-0.27393, -1.01223, -1.96376)  -0.53
C (-0.17818, 0.29881, -2.39658)  -0.23
C (0.90881, 1.07088, -2.02394)  -1.02
C (1.88794, 0.53632, -1.20709)  -0.42
H (2.74775, 1.14372, -0.95034)  0.52
H (0.99786, 2.08700, -2.37511)  0.44
H (-0.94541, 0.71671, -3.02810)  0.55
H (-1.11333, -1.61848, -2.26407)  0.45
H (0.62355, -2.57113, -0.80837)  0.41
H (2.58847, -2.32913, 0.50250)  0.37
H (3.79693, -1.36745, -0.36457)  0.48
C (2.05642, -0.79024, 2.45674)  -1.10
C (0.63375, -0.77661, 1.97410)  0.70
C (-0.11489, -1.94926, 1.94179)  -0.77
C (-1.42116, -1.93476, 1.51257)  -0.79
C (-2.02093, -0.74329, 1.08727)  0.82
C (-1.26616, 0.43037, 1.10232)  -0.39
C (0.03723, 0.40707, 1.55699)  -0.62
H (0.59043, 1.33628, 1.58718)  0.38
H (-1.68643, 1.36193, 0.76243)  0.40
O (-3.30550, -0.84270, 0.71572)  -0.44
C (-4.04510, 0.32384, 0.37920)  -1.17
C (-3.75963, 0.82889, -1.01332)  0.78
C (-3.78512, -0.06295, -2.07866)  -0.40
C (-3.57329, 0.38459, -3.37000)  -0.64
C (-3.33492, 1.72928, -3.60778)  -0.51
C (-3.30257, 2.62115, -2.54927)  -0.55
C (-3.51151, 2.17246, -1.25604)  -0.38
H (-3.50314, 2.87672, -0.43564)  0.42
H (-3.12204, 3.66994, -2.73053)  0.41
H (-3.18098, 2.08147, -4.61667)  0.43
H (-3.60474, -0.31278, -4.19376)  0.39
H (-3.98446, -1.10681, -1.88603)  0.49
H (-5.08928, -0.00152, 0.43869)  0.35
H (-3.88637, 1.10948, 1.12670)  0.51
H (-2.01310, -2.83526, 1.50197)  0.46
H (0.32322, -2.87887, 2.27441)  0.40
H (2.18347, -0.05806, 3.25653)  0.40
H (2.31875, -1.77878, 2.83879)  0.44
H (5.07727, -0.26725, 0.98987)  0.39
H (4.65583, -1.41295, 2.27348)  0.39
H (4.21212, 0.46356, 3.83141)  0.36
H (5.76121, 0.72242, 3.05868)  0.43
H (4.36360, 1.63249, 2.50906)  0.34

Output
multiplicity	1
charge	+1
SMILES	CC[N@@H+](Cc1ccccc1)Cc1ccc(OCc2ccccc2)cc1
energy above the lowest of the compared OMol25 structures with the same formula, charge and spin	0.0	kJ/mol
E	-27804.7655	eV
LUMO energy	-2.25	eV
strongest force on any atom	0.8	eV Å⁻¹
E_HOMO	-0.4155	Eh
HOMO-LUMO gap	9.05	eV